## 1
Density functional theory data (wB97M-V/def2-TZVPD) for a structure of composition C17H29BrFeSi2.

Structure (XYZ):
```
50
C17H29BrFeSi2 wB97M-V/def2-TZVPD
C 2.448 -1.203 0.457
C 1.392 -1.871 1.168
C 0.528 -2.473 0.183
H 1.323 -2.025 2.244
C 1.006 -2.107 -1.130
C 2.209 -1.336 -0.956
H 2.843 -0.998 -1.763
H 3.312 -0.736 0.907
H -0.275 -3.186 0.383
H 0.594 -2.434 -2.080
Fe 0.682 -0.338 -0.036
Br 1.296 1.863 -0.280
C 3.544 3.431 -1.557
C 4.324 2.589 -2.403
C 5.327 1.962 -1.600
H 4.196 2.474 -3.478
C 5.169 2.422 -0.253
C 4.073 3.331 -0.224
H 3.702 3.862 0.650
H 2.708 4.054 -1.870
H 6.101 1.282 -1.958
H 5.798 2.154 0.595
C -3.969 0.202 -1.174
Si -2.255 -0.576 -1.198
C -2.511 -2.457 -1.034
C -1.431 -0.251 -2.874
C -1.214 0.112 0.207
Si -1.740 -0.050 1.999
C -1.868 -1.823 2.584
C -0.493 0.847 3.094
C -3.428 0.744 2.281
H -4.475 -0.004 -2.133
H -3.905 1.293 -1.038
H -4.566 -0.207 -0.344
H -3.220 -2.797 -1.800
H -1.589 -3.039 -1.166
H -2.921 -2.718 -0.049
H -1.239 0.821 -3.019
H -0.467 -0.765 -3.008
H -2.090 -0.584 -3.692
H -1.156 1.242 0.126
H -0.896 -2.330 2.638
H -2.299 -1.810 3.596
H -2.522 -2.439 1.955
H -0.255 1.845 2.698
H -0.935 0.967 4.097
H 0.462 0.311 3.198
H -3.513 1.715 1.769
H -4.258 0.116 1.924
H -3.546 0.922 3.365
```

Gap between HOMO and LUMO (spin up / spin down), eV: 4.29 / 4.51
2S+1: 5
Charge: -2
HOMO (spin up / spin down), eV: 0.6274 / 0.3910
LUMO energy (spin up / spin down), eV: 4.913 / 4.898

***

## 2
Density functional theory data (wB97M-V/def2-TZVPD) for a structure of composition C17H29BrFeSi2.

Structure (XYZ):
```
50
C17H29BrFeSi2 wB97M-V/def2-TZVPD
C -1.919 -0.660 -1.896
C -2.241 -1.130 -0.578
C -2.436 0.017 0.265
H -2.397 -2.149 -0.239
C -2.181 1.200 -0.520
C -1.880 0.772 -1.867
H -1.707 1.432 -2.707
H -1.776 -1.297 -2.756
H -2.815 -0.016 1.284
H -2.291 2.212 -0.147
Fe -0.489 0.024 -0.528
Br 1.447 0.087 -1.704
C 1.737 0.700 -4.469
C 0.695 1.496 -5.028
C -0.283 0.620 -5.584
H 0.675 2.585 -5.036
C 0.144 -0.731 -5.350
C 1.387 -0.686 -4.668
H 1.968 -1.549 -4.347
H 2.640 1.096 -4.008
H -1.191 0.919 -6.107
H -0.377 -1.634 -5.668
C 1.748 1.753 3.286
Si 0.338 1.564 2.045
C -1.322 1.543 2.946
C 0.335 3.016 0.836
C 0.655 -0.031 1.111
Si 0.570 -1.729 1.894
C -1.051 -2.077 2.759
C 0.849 -3.094 0.637
C 1.954 -1.880 3.165
H 1.809 2.796 3.627
H 2.711 1.491 2.819
H 1.607 1.125 4.176
H -1.365 2.416 3.614
H -2.181 1.617 2.262
H -1.454 0.649 3.568
H 1.249 3.008 0.227
H -0.523 3.019 0.147
H 0.309 3.960 1.401
H 1.733 0.108 0.805
H -1.879 -2.261 2.065
H -0.917 -3.001 3.339
H -1.360 -1.299 3.462
H 1.647 -2.849 -0.075
H 1.155 -3.998 1.184
H -0.056 -3.341 0.068
H 2.894 -1.438 2.811
H 1.692 -1.430 4.131
H 2.141 -2.947 3.349
```

Gap between HOMO and LUMO (spin up / spin down), eV: 4.09 / 4.33
2S+1: 5
Charge: -2
HOMO (spin up / spin down), eV: 0.8778 / 0.6246
LUMO energy (spin up / spin down), eV: 4.972 / 4.956

***

Of them, 2 has the lowest stability.

***

## 1
Density functional theory data (wB97M-V/def2-TZVPD) for a cluster of 5 separate species, C34H72N5O12 in total.

Structure (XYZ):
```
123
C34H72N5O12 wB97M-V/def2-TZVPD
C 3.665 -1.541 -0.888
C 4.162 -0.175 -1.263
O 5.316 0.108 -1.367
O 3.170 0.773 -1.459
C 3.088 1.231 -2.809
C 2.222 0.286 -3.637
C 0.955 -0.151 -2.943
C 0.596 -1.472 -3.014
N -0.515 -1.934 -2.409
C -1.339 -1.147 -1.717
C -1.046 0.185 -1.602
C 0.091 0.687 -2.217
C 0.319 2.173 -2.122
O 0.271 2.867 -3.090
O 0.615 2.630 -0.889
H 4.026 -2.266 -1.615
H 4.089 -1.800 0.082
H 2.583 -1.586 -0.808
H 2.677 2.236 -2.801
H 4.077 1.317 -3.258
H 1.986 0.732 -4.604
H 2.800 -0.619 -3.839
H 1.185 -2.198 -3.554
H -0.732 -2.918 -2.502
H -2.217 -1.583 -1.268
H -1.720 0.815 -1.036
H 0.052 2.228 -0.214
C -4.416 -0.187 5.275
O -5.285 0.498 4.395
C -5.401 1.893 4.654
C -4.861 2.685 3.486
N -3.417 2.518 3.380
C -2.823 3.077 2.177
C -3.217 2.455 0.843
O -2.782 1.103 0.691
C -3.689 0.117 1.180
H -4.474 -1.246 5.027
H -3.376 0.147 5.172
H -4.721 -0.057 6.317
H -4.878 2.159 5.576
H -6.461 2.127 4.785
H -5.089 3.745 3.628
H -5.393 2.344 2.586
H -3.204 1.530 3.427
H -1.736 2.992 2.280
H -3.051 4.145 2.134
H -2.721 3.028 0.051
H -4.291 2.520 0.648
H -4.724 0.444 1.072
H -3.499 -0.127 2.226
H -3.545 -0.792 0.595
C -4.031 -2.504 -8.361
O -3.269 -1.473 -7.758
C -3.809 -0.167 -7.941
C -4.216 0.421 -6.610
N -5.362 -0.288 -6.058
C -5.699 0.078 -4.689
C -4.678 -0.260 -3.610
O -4.489 -1.655 -3.408
C -3.535 -2.269 -4.246
H -3.484 -3.434 -8.222
H -5.022 -2.602 -7.905
H -4.155 -2.329 -9.433
H -4.658 -0.193 -8.628
H -3.032 0.460 -8.386
H -4.480 1.473 -6.744
H -3.333 0.378 -5.953
H -5.183 -1.283 -6.099
H -6.635 -0.421 -4.430
H -5.893 1.154 -4.652
H -5.050 0.132 -2.660
H -3.710 0.224 -3.800
H -2.729 -1.575 -4.514
H -3.971 -2.678 -5.160
H -3.110 -3.110 -3.689
C 1.436 -6.258 3.278
O 0.634 -5.341 3.998
C 1.361 -4.282 4.610
C 0.955 -2.956 4.009
N 1.403 -2.857 2.625
C 0.891 -1.701 1.908
C -0.609 -1.628 1.649
O -1.089 -2.636 0.766
C -1.488 -3.855 1.384
H 0.780 -7.053 2.928
H 1.921 -5.790 2.413
H 2.208 -6.697 3.916
H 2.438 -4.441 4.507
H 1.120 -4.277 5.676
H 1.404 -2.144 4.587
H -0.137 -2.874 4.105
H 1.129 -3.701 2.136
H 1.393 -1.667 0.936
H 1.189 -0.797 2.447
H -0.810 -0.671 1.157
H -1.196 -1.633 2.574
H -1.885 -3.681 2.386
H -0.664 -4.569 1.449
H -2.272 -4.296 0.768
C 7.505 3.972 5.033
O 7.954 3.191 3.944
C 7.515 1.840 3.969
C 6.606 1.558 2.795
N 5.340 2.265 2.937
C 4.481 2.200 1.762
C 4.963 2.874 0.484
O 5.041 4.283 0.576
C 6.273 4.801 1.045
H 7.967 4.953 4.939
H 6.416 4.093 5.031
H 7.808 3.533 5.989
H 7.008 1.616 4.912
H 8.398 1.198 3.898
H 6.407 0.483 2.747
H 7.147 1.841 1.882
H 5.532 3.237 3.146
H 3.522 2.654 2.031
H 4.282 1.144 1.542
H 4.221 2.665 -0.288
H 5.913 2.459 0.129
H 7.113 4.167 0.748
H 6.286 4.918 2.132
H 6.404 5.787 0.600
```

Gap between HOMO and LUMO, eV: 5.98
Charge: +1
HOMO, eV: -10.0851
LUMO energy, eV: -4.109

***

## 2
Density functional theory data (wB97M-V/def2-TZVPD) for a cluster of 5 separate species, C34H72N5O12 in total.

Structure (XYZ):
```
123
C34H72N5O12 wB97M-V/def2-TZVPD
C 3.738 -1.486 -0.967
C 4.208 -0.097 -1.287
O 5.357 0.170 -1.389
O 3.213 0.856 -1.433
C 3.106 1.251 -2.802
C 2.219 0.294 -3.597
C 0.956 -0.130 -2.882
C 0.589 -1.462 -2.961
N -0.526 -1.925 -2.363
C -1.337 -1.131 -1.670
C -1.037 0.207 -1.537
C 0.103 0.703 -2.150
C 0.357 2.178 -2.036
O 0.316 2.896 -2.976
O 0.663 2.611 -0.794
H 4.087 -2.186 -1.718
H 4.180 -1.758 -0.012
H 2.659 -1.555 -0.860
H 2.699 2.252 -2.853
H 4.079 1.314 -3.280
H 1.975 0.703 -4.573
H 2.791 -0.616 -3.771
H 1.174 -2.178 -3.513
H -0.748 -2.905 -2.473
H -2.223 -1.548 -1.227
H -1.718 0.838 -0.971
H 0.014 2.263 -0.164
C -4.631 -0.341 5.145
O -5.462 0.420 4.287
C -5.517 1.806 4.615
C -4.911 2.629 3.502
N -3.468 2.416 3.431
C -2.829 3.002 2.263
C -3.200 2.430 0.899
O -2.782 1.077 0.711
C -3.717 0.094 1.153
H -4.732 -1.386 4.855
H -3.578 -0.049 5.053
H -4.941 -0.238 6.188
H -5.020 2.008 5.567
H -6.570 2.079 4.722
H -5.107 3.689 3.685
H -5.416 2.344 2.568
H -3.288 1.420 3.436
H -1.749 2.880 2.393
H -3.024 4.077 2.253
H -2.670 3.020 0.141
H -4.266 2.531 0.673
H -4.746 0.438 1.042
H -3.536 -0.188 2.192
H -3.581 -0.800 0.544
C -3.930 -2.447 -8.365
O -3.190 -1.398 -7.764
C -3.759 -0.106 -7.963
C -4.206 0.479 -6.642
N -5.357 -0.244 -6.113
C -5.717 0.120 -4.748
C -4.715 -0.221 -3.651
O -4.534 -1.616 -3.446
C -3.556 -2.225 -4.263
H -3.367 -3.368 -8.224
H -4.916 -2.564 -7.902
H -4.055 -2.277 -9.437
H -4.587 -0.143 -8.674
H -2.981 0.534 -8.387
H -4.479 1.528 -6.784
H -3.345 0.440 -5.958
H -5.162 -1.236 -6.144
H -6.654 -0.389 -4.512
H -5.923 1.193 -4.712
H -5.111 0.170 -2.709
H -3.745 0.271 -3.809
H -2.739 -1.536 -4.507
H -3.981 -2.627 -5.184
H -3.144 -3.072 -3.705
C 1.206 -6.401 3.394
O 0.441 -5.464 4.131
C 1.216 -4.439 4.744
C 0.872 -3.094 4.145
N 1.341 -3.003 2.765
C 0.871 -1.824 2.052
C -0.625 -1.712 1.773
O -1.117 -2.694 0.868
C -1.543 -3.916 1.465
H 0.526 -7.176 3.045
H 1.687 -5.938 2.525
H 1.971 -6.866 4.022
H 2.286 -4.645 4.657
H 0.962 -4.425 5.807
H 1.344 -2.304 4.734
H -0.217 -2.970 4.216
H 1.041 -3.830 2.264
H 1.388 -1.803 1.086
H 1.191 -0.932 2.599
H -0.792 -0.745 1.286
H -1.225 -1.702 2.689
H -1.945 -3.757 2.467
H -0.730 -4.643 1.510
H -2.329 -4.335 0.836
C 7.717 4.153 4.830
O 8.136 3.320 3.765
C 7.675 1.979 3.862
C 6.726 1.663 2.727
N 5.468 2.386 2.881
C 4.582 2.294 1.726
C 5.039 2.940 0.422
O 5.120 4.352 0.480
C 6.362 4.875 0.919
H 8.193 5.122 4.695
H 6.631 4.293 4.832
H 8.028 3.744 5.796
H 7.202 1.791 4.830
H 8.548 1.325 3.783
H 6.519 0.588 2.721
H 7.235 1.918 1.788
H 5.673 3.362 3.053
H 3.635 2.762 2.011
H 4.367 1.235 1.538
H 4.280 2.717 -0.327
H 5.975 2.511 0.049
H 7.198 4.234 0.631
H 6.376 5.024 2.003
H 6.493 5.850 0.451
```

Gap between HOMO and LUMO, eV: 5.94
Charge: +1
HOMO, eV: -10.0460
LUMO energy, eV: -4.109

***

Of them, 2 has the lowest stability.

***

## 1
Density functional theory data (wB97M-V/def2-TZVPD) for a cluster of 5 separate species, C3H15NO4 in total.

Structure (XYZ):
```
23
C3H15NO4 wB97M-V/def2-TZVPD
N -2.147 -0.678 0.152
C -0.853 -0.226 0.684
C 0.844 -1.464 1.941
C -0.449 -1.146 1.847
H -2.498 -1.362 0.791
H -2.135 -0.991 -0.800
H -0.914 0.797 1.120
H 0.044 -0.105 0.055
H 1.241 -2.002 2.799
H 1.681 -1.281 1.219
H -1.164 -1.710 2.423
H -1.071 -0.510 -2.468
H 0.337 -0.761 -2.752
O -0.192 -0.297 -2.087
H 3.208 -0.980 -1.103
H 2.492 0.409 -1.019
O 2.496 -0.460 -1.484
H 1.077 1.851 0.117
H 1.252 1.922 -1.314
O 1.806 1.924 -0.514
H -1.128 2.073 0.613
H -2.262 2.265 -0.408
O -1.667 2.736 0.185
```

SMILES: C=CCN.O.O.O.O
Gap between HOMO and LUMO, eV: 9.92
Charge: 0
HOMO, eV: -9.5083
LUMO energy, eV: 0.417

***

## 2
Density functional theory data (wB97M-V/def2-TZVPD) for a cluster of 4 separate species, C3H15NO4 in total.

Structure (XYZ):
```
23
C3H15NO4 wB97M-V/def2-TZVPD
C 1.835 -0.870 0.619
C 0.938 -1.470 -0.513
C 1.434 -1.205 -1.971
O 0.659 -1.873 -2.924
N 0.998 -0.767 1.853
H 2.250 0.241 0.302
H 2.738 -1.415 0.879
H -0.202 -1.151 -0.375
H 0.845 -2.527 -0.316
H 2.548 -1.581 -2.235
H 1.332 -0.145 -2.164
H -0.358 -1.904 -2.561
H 0.170 -0.323 1.655
H 1.593 -0.180 2.513
H -1.589 1.040 2.225
H -0.983 2.282 1.613
O -0.925 1.331 1.589
H -1.615 3.719 3.382
H -1.756 4.805 2.193
O -1.900 3.890 2.447
H -1.752 0.510 -1.315
H -1.770 -1.145 -1.399
O -2.044 -0.296 -1.885
```

SMILES: NCCCO.O.O.O
Gap between HOMO and LUMO, eV: 9.09
Charge: 0
HOMO, eV: -8.9023
LUMO energy, eV: 0.192

***

Of them, 2 has the lowest stability.